Record 1
9
Properties=species:S:1:pos:R:3 method="wB97M-V/def2-TZVPD" smiles="[H]/N=C/ONC#N" max_force_ev_per_a=4.18 de_lowest_kj_mol=380.2 molar_mass_g_mol=85.07 spin_multiplicity=1 gap_ha=0.390
C -1.396 0.924 -1.423
C 1.062 -0.194 0.640
N -2.051 1.819 -1.680
N -0.826 -0.114 -0.930
N 0.572 -0.582 1.722
O 0.534 0.006 -0.584
H 2.275 -0.179 0.436
H -1.367 -0.934 -0.681
H 1.195 -0.747 2.500

***

Record 2
95
Properties=species:S:1:pos:R:3 method="wB97M-V/def2-TZVPD" max_force_ev_per_a=4.47 de_lowest_kj_mol=112.3 charge=-1 molar_mass_g_mol=923.07 spin_multiplicity=1 gap_ha=0.214
Ba -8.382 -11.427 -13.453
C -13.426 -11.524 -12.624
C -12.263 -10.834 -12.965
N -11.011 -11.107 -12.393
C -11.036 -11.709 -11.219
C -12.208 -12.381 -10.662
C -13.449 -12.339 -11.513
C -12.132 -13.219 -9.501
C -10.871 -13.554 -9.019
C -9.741 -12.813 -9.432
C -9.851 -11.840 -10.445
N -8.798 -11.072 -10.719
C -7.929 -10.482 -9.872
C -8.224 -10.437 -8.490
C -7.281 -10.131 -7.503
C -5.960 -9.770 -7.924
C -5.689 -9.693 -9.321
C -4.450 -9.196 -9.751
C -4.061 -9.179 -11.074
C -5.061 -9.553 -11.970
N -6.322 -9.956 -11.626
C -6.678 -9.937 -10.345
H -14.252 -11.380 -13.324
H -12.254 -10.159 -13.764
H -14.299 -12.918 -11.266
H -13.082 -13.635 -9.224
H -10.720 -14.337 -8.254
H -8.686 -12.997 -9.137
H -9.267 -10.691 -8.320
H -7.465 -10.363 -6.439
H -5.156 -9.697 -7.200
H -3.745 -8.999 -8.925
H -3.065 -8.875 -11.325
H -4.919 -9.666 -13.039
O -9.506 -12.352 -15.794
C -10.027 -13.464 -16.051
C -10.402 -14.522 -15.163
C -11.286 -15.476 -15.738
C -11.894 -16.445 -14.997
C -11.485 -16.518 -13.683
C -10.509 -15.636 -13.115
C -9.766 -14.697 -13.889
O -8.725 -14.067 -13.534
N -13.100 -17.196 -15.545
O -13.467 -16.765 -16.654
O -13.734 -17.928 -14.793
H -10.247 -13.705 -17.105
H -11.623 -15.207 -16.734
H -12.003 -17.308 -13.074
H -10.200 -15.812 -12.076
C -7.982 -7.057 -12.439
N -7.676 -7.009 -13.913
C -6.720 -6.231 -14.555
C -7.060 -6.264 -15.907
N -8.169 -7.033 -16.084
B -8.870 -7.370 -17.399
N -8.264 -8.722 -18.037
C -8.549 -9.069 -19.350
C -8.114 -10.318 -19.599
N -7.448 -10.737 -18.376
C -6.832 -12.004 -18.210
C -7.537 -9.758 -17.446
S -6.670 -9.767 -15.994
C -8.567 -7.531 -14.842
S -9.930 -8.413 -14.368
H -8.359 -6.100 -12.079
H -7.082 -7.313 -11.918
H -8.774 -7.830 -12.349
H -5.882 -5.868 -13.985
H -6.454 -6.024 -16.762
H -10.042 -7.439 -17.241
H -8.801 -6.384 -18.214
H -9.164 -8.420 -19.945
H -8.016 -10.834 -20.530
H -7.201 -12.725 -19.031
H -7.316 -12.525 -17.352
H -5.764 -11.915 -18.001
N -5.907 -12.466 -14.214
C -4.920 -13.046 -13.947
N -3.715 -13.513 -13.621
C -3.785 -14.666 -12.726
C -2.620 -15.599 -12.815
C -1.353 -14.868 -13.288
C -1.591 -14.121 -14.640
C -2.519 -12.997 -14.358
H -4.782 -15.137 -12.968
H -3.938 -14.239 -11.686
H -2.937 -16.279 -13.647
H -2.564 -16.155 -11.891
H -0.544 -15.592 -13.545
H -0.923 -14.298 -12.450
H -1.922 -14.802 -15.448
H -0.598 -13.721 -14.927
H -2.804 -12.474 -15.337
H -2.046 -12.248 -13.727

***

Record 3
41
Properties=species:S:1:pos:R:3 method="wB97M-V/def2-TZVPD" smiles=CCCCCCCNc1nc(Cl)nc(NCCO)n1 max_force_ev_per_a=0.67 de_lowest_kj_mol=10.2 molar_mass_g_mol=287.79 spin_multiplicity=1 gap_ha=0.369
C 2.436 -1.818 4.577
C 1.522 -0.607 4.727
C 1.030 -0.052 3.389
C 0.166 -1.006 2.562
C -1.179 -1.315 3.217
C -2.024 -2.331 2.446
H -1.446 -3.247 2.293
C -2.542 -1.833 1.094
N -1.560 -1.935 0.044
C -1.092 -0.907 -0.665
N -0.152 -1.168 -1.575
C 0.296 -0.116 -2.252
N 1.202 -0.339 -3.214
H 1.610 -1.260 -3.220
C 1.886 0.734 -3.891
H 2.189 0.393 -4.883
H 1.171 1.554 -3.989
C 3.114 1.223 -3.108
O 2.804 1.561 -1.784
H 1.981 2.069 -1.782
H 3.551 2.080 -3.642
H 3.868 0.432 -3.044
N -0.130 1.150 -2.065
C -1.061 1.267 -1.148
N -1.593 0.320 -0.421
Cl -1.637 2.852 -0.863
H -1.141 -2.832 -0.147
H -3.419 -2.426 0.805
H -2.832 -0.784 1.155
H -2.890 -2.589 3.059
H -1.745 -0.388 3.324
H -1.007 -1.717 4.217
H -0.008 -0.535 1.595
H 0.709 -1.936 2.383
H 1.900 0.227 2.790
H 0.457 0.859 3.578
H 0.672 -0.868 5.359
H 2.072 0.187 5.238
H 1.894 -2.671 4.177
H 3.262 -1.589 3.908
H 2.846 -2.103 5.544

***

Record 4
36
Properties=species:S:1:pos:R:3 method="wB97M-V/def2-TZVPD" max_force_ev_per_a=1.91 de_lowest_kj_mol=66.2 charge=+1 molar_mass_g_mol=198.24 spin_multiplicity=1 gap_ha=0.386
C -2.612 0.308 0.609
C -2.145 -0.913 -0.238
C -0.991 -0.449 -1.117
C -0.562 -1.255 -2.068
N 0.676 -0.944 -2.796
H -2.076 1.225 0.365
H -2.459 0.160 1.680
H -3.689 0.468 0.522
H -3.021 -1.283 -0.760
H -1.781 -1.678 0.446
H -0.484 0.456 -0.811
H -0.912 -2.263 -2.148
H 1.063 0.023 -2.577
H 1.385 -1.594 -2.420
H 0.497 -0.962 -3.796
H 2.632 1.374 -1.890
H 2.910 0.995 -3.328
O 2.186 1.242 -2.738
H -1.471 -0.073 4.336
H -1.841 1.278 4.034
O -1.341 0.558 3.631
H 2.759 -0.244 3.344
H 2.451 0.797 2.172
O 2.952 0.016 2.442
H 1.268 -0.912 1.345
H -0.164 -1.008 1.744
O 0.450 -1.388 1.109
H 0.436 -3.477 -1.422
H 1.051 -2.830 -0.215
O 1.234 -3.026 -1.148
H 0.687 4.169 -0.359
H -0.539 3.542 -0.876
O 0.342 3.287 -0.566
H 0.436 2.158 0.726
H 0.033 0.972 1.723
O 0.640 1.271 1.045